A structure of composition C8H13NO3S, computed with ωB97M-V/def2-TZVPD.

```
! RIJCOSX wB97M-V def2-TZVPD def2/J DEFGRID3
* xyz 0 1
O 3.87571 0.21310 -1.14634
S 3.17145 0.49405 -0.08215
O 3.59197 1.67747 0.74158
C 2.79420 -1.03473 0.82800
C 1.57364 -1.65806 0.41630
H 1.07473 -2.47826 1.02206
C 0.60500 -0.85982 -0.26477
N -0.71874 -0.87182 -0.21262
C -1.73531 -0.62440 -1.22116
H -1.22015 -0.94357 -2.10899
C -2.26269 0.99095 -1.10261
O -2.85077 1.21153 0.03884
C -1.75240 0.81969 1.04313
C -1.13382 -0.31784 1.23685
H -0.33520 -0.43796 1.77962
H -1.99749 -1.13563 1.67153
H -2.25815 1.04709 2.14583
H -1.03583 1.71525 1.08982
H -2.91335 1.01686 -1.90217
H -1.42432 1.54139 -1.25624
H -2.57534 -1.32216 -1.01958
C 1.14783 0.78212 -0.39893
H 1.20287 1.21268 -1.49997
H 0.77785 1.42034 0.34636
H 0.82716 -1.07260 -1.63798
H 3.57113 -1.38567 1.49363
*
```

## Properties
HOMO-LUMO gap ... 8.10 eV
Molar mass ... 203.3 g mol⁻¹
ΔE to the lowest compared entry with this formula, charge and spin ... 1036.2 kJ/mol
F_max ... 16.8 eV Å⁻¹
Highest occupied orbital energy ... -0.3040 Ha
LUMO level ... -0.174 eV

And the natural (NBO) charges, in e, turn out to be: atom 1 (O): -0.94, atom 2 (S): 2.13, atom 3 (O): -0.94, atom 4 (C): -0.47, atom 5 (C): -0.19, atom 6 (H): 0.24, atom 7 (C): -0.01, atom 8 (N): -0.48, atom 9 (C): -0.24, atom 10 (H): 0.21, atom 11 (C): -0.05, atom 12 (O): -0.48, atom 13 (C): -0.13, atom 14 (C): -0.26, atom 15 (H): 0.23, atom 16 (H): 0.18, atom 17 (H): 0.21, atom 18 (H): 0.19, atom 19 (H): 0.18, atom 20 (H): 0.15, atom 21 (H): 0.20, atom 22 (C): -0.62, atom 23 (H): 0.24, atom 24 (H): 0.20, atom 25 (H): 0.20, atom 26 (H): 0.24